(1)
13
Properties=species:S:1:pos:R:3:forces:R:3 method="wB97M-V/def2-TZVPD" charge=0 lumo_energy_ev=0.222 spin_multiplicity=1 mol_weight_g_mol=85.1 fmax_ev_per_a=0.58 relative_energy_ev=5.626
O 2.27278 1.03709 -1.84900 -0.2 0.0 0.3
C 1.40679 0.99199 -0.99440 0.1 0.0 0.0
C 1.11585 -0.17091 -0.19269 0.3 0.1 0.2
N 0.10227 -0.14509 0.66630 -0.2 -0.2 -0.1
C -0.87436 -0.77799 1.22479 0.4 0.2 0.4
C -1.15340 0.59936 0.82455 -0.1 0.3 0.0
H 0.75279 1.87060 -0.79060 0.1 -0.1 0.0
H 1.73484 -1.05859 -0.22917 0.0 0.1 0.1
H -0.45612 -1.33455 -1.19830 -0.3 -0.3 -0.2
H -1.09091 -1.66390 1.79160 0.1 0.0 -0.1
H -0.98290 -1.55945 -0.69191 -0.1 -0.2 -0.5
H -1.67484 0.80594 -0.11684 -0.1 -0.1 0.2
H -1.15279 1.40550 1.55567 0.1 0.0 -0.2

=====

(2)
13
Properties=species:S:1:pos:R:3:forces:R:3 method="wB97M-V/def2-TZVPD" charge=0 lumo_energy_ev=0.817 spin_multiplicity=1 mol_weight_g_mol=85.1 smiles="CC=C=O.C=N" fmax_ev_per_a=0.92 relative_energy_ev=2.546
C 0.30859 2.36204 -0.37941 0.0 0.2 0.0
C 0.12969 0.88208 -0.15815 0.0 -0.2 -0.1
C 0.13224 0.02474 -1.15665 0.1 -0.3 -0.4
O 0.16385 -0.70344 -2.07119 -0.1 0.6 0.7
H -0.46581 2.92408 0.15170 0.1 -0.1 -0.1
H 0.22863 2.61397 -1.43990 0.0 0.0 0.1
H 1.28387 2.71142 -0.02330 -0.1 0.0 0.0
H -0.01971 0.47891 0.83581 0.0 0.0 -0.2
C -0.05763 -2.45911 0.68464 -0.2 0.0 -0.1
N -1.20476 -1.91694 0.65790 0.4 -0.2 0.2
H 0.32244 -2.92099 -0.22999 -0.1 0.0 0.1
H 0.60859 -2.48464 1.55827 -0.2 0.0 -0.1
H -1.42998 -1.51213 1.57026 0.0 -0.1 -0.1

=====

Please write out number 2 again, unchanged.
13
Properties=species:S:1:pos:R:3:forces:R:3 method="wB97M-V/def2-TZVPD" charge=0 lumo_energy_ev=0.817 spin_multiplicity=1 mol_weight_g_mol=85.1 smiles="CC=C=O.C=N" fmax_ev_per_a=0.92 relative_energy_ev=2.546
C 0.30859 2.36204 -0.37941 0.0 0.2 0.0
C 0.12969 0.88208 -0.15815 0.0 -0.2 -0.1
C 0.13224 0.02474 -1.15665 0.1 -0.3 -0.4
O 0.16385 -0.70344 -2.07119 -0.1 0.6 0.7
H -0.46581 2.92408 0.15170 0.1 -0.1 -0.1
H 0.22863 2.61397 -1.43990 0.0 0.0 0.1
H 1.28387 2.71142 -0.02330 -0.1 0.0 0.0
H -0.01971 0.47891 0.83581 0.0 0.0 -0.2
C -0.05763 -2.45911 0.68464 -0.2 0.0 -0.1
N -1.20476 -1.91694 0.65790 0.4 -0.2 0.2
H 0.32244 -2.92099 -0.22999 -0.1 0.0 0.1
H 0.60859 -2.48464 1.55827 -0.2 0.0 -0.1
H -1.42998 -1.51213 1.57026 0.0 -0.1 -0.1

=====

Copy entry 1 word for word.
13
Properties=species:S:1:pos:R:3:forces:R:3 method="wB97M-V/def2-TZVPD" charge=0 lumo_energy_ev=0.222 spin_multiplicity=1 mol_weight_g_mol=85.1 fmax_ev_per_a=0.58 relative_energy_ev=5.626
O 2.27278 1.03709 -1.84900 -0.2 0.0 0.3
C 1.40679 0.99199 -0.99440 0.1 0.0 0.0
C 1.11585 -0.17091 -0.19269 0.3 0.1 0.2
N 0.10227 -0.14509 0.66630 -0.2 -0.2 -0.1
C -0.87436 -0.77799 1.22479 0.4 0.2 0.4
C -1.15340 0.59936 0.82455 -0.1 0.3 0.0
H 0.75279 1.87060 -0.79060 0.1 -0.1 0.0
H 1.73484 -1.05859 -0.22917 0.0 0.1 0.1
H -0.45612 -1.33455 -1.19830 -0.3 -0.3 -0.2
H -1.09091 -1.66390 1.79160 0.1 0.0 -0.1
H -0.98290 -1.55945 -0.69191 -0.1 -0.2 -0.5
H -1.67484 0.80594 -0.11684 -0.1 -0.1 0.2
H -1.15279 1.40550 1.55567 0.1 0.0 -0.2